The following is a DFT calculation (the ωB97M-V functional and the def2-TZVPD basis) of a 4-piece molecular cluster, C45H92N7O6PS2 overall.

Last columns: bonded neighbours and bond lengths (Å).
Cartesian coordinates (Å):
1 C 0.26115 5.17234 2.06458  C24 1.528, H87 1.093, C109 1.532, H132 1.094
2 C 1.51903 8.09485 -2.20402  H41 1.091, H48 1.091, H80 1.087, C85 1.525
3 C -0.31177 -1.99455 -2.92702  C22 1.534, N29 1.461, P86 1.900, N140 1.451
4 C 0.61587 -4.32722 -1.28469  C16 1.533, C49 1.540, H92 1.091, N142 1.527
5 H -0.98185 -1.97078 -6.09988  C68 1.091
6 H -3.87454 -0.83587 -2.07761  C111 1.097
7 H -0.21030 -3.17206 -7.08751  C68 1.094
8 H -0.11012 -4.12310 1.50688  S129 1.341
9 H 0.23009 0.24716 2.66960  C124 1.092
10 H -1.78208 4.60267 1.71984  C24 1.091
11 H 3.63251 5.21207 2.90470  C52 1.091
12 H -2.18866 -2.74299 6.50202  C139 1.094
13 C -1.97088 -3.87578 -6.08874  H17 1.093, H27 1.092, C68 1.524, S119 1.812
14 C 1.12961 -2.81993 5.67855  C64 1.531, C65 1.525, C93 1.535, N120 1.503
15 C 1.36238 5.09064 4.33519  H57 1.085, C109 1.537, H112 1.090, H143 1.090
16 C 2.02985 -4.19970 -0.70505  C4 1.533, C47 1.530, H66 1.096, H130 1.089
17 H -2.59414 -3.62330 -5.22701  C13 1.093
18 H 1.07268 3.64223 -1.14096  C153 1.091
19 H 1.00745 4.97772 -5.23295  C36 1.094
20 N 0.65156 5.84855 -2.65889  O46 1.284, C85 1.498, C105 1.501
21 H 1.95228 0.64784 2.81625  C124 1.090
22 C -0.19950 -3.36489 -3.60768  C3 1.534, H25 1.091, C32 1.530, N142 1.523
23 H -1.06892 -0.88652 7.56104  C31 1.091
24 C -0.96051 4.30931 2.37553  C1 1.528, H10 1.091, C133 1.528, H135 1.093
25 H -1.18163 -3.84094 -3.60861  C22 1.091
26 H -5.66117 -2.53330 -0.46549  C33 1.093
27 H -1.73324 -4.94046 -6.03251  C13 1.092
28 H 0.98740 -2.36805 3.55271  C65 1.088
29 N -0.48041 -2.14468 -1.48405  C3 1.461, C49 1.438, H126 1.012
30 H 0.54990 -5.22130 -3.15462  N142 1.019
31 C -0.47323 -1.78052 7.36994  H23 1.091, H56 1.093, C64 1.527, C139 1.528
32 C 0.32231 -3.38004 -5.04554  C22 1.530, H58 1.098, C68 1.531, H72 1.093
33 C -5.29731 -2.39463 -1.48698  H26 1.093, C107 1.529, C111 1.537, H136 1.090
34 H -1.16541 4.53365 -4.16733  C104 1.086
35 C -4.47052 0.14774 -4.50057  C83 1.510, H96 1.089, H98 1.092, H115 1.088
36 C 1.58322 4.46257 -4.45773  H19 1.094, H99 1.095, C105 1.532, C121 1.527
37 H 2.94349 5.37023 1.29364  C52 1.084
38 H -1.75450 -5.02406 -0.17313  C103 1.094
39 H -0.58512 2.90397 -3.79065  C104 1.092
40 H 2.26890 -3.51596 3.97029  C65 1.092
41 H 2.42068 8.65288 -1.94874  C2 1.091
42 O 2.32640 3.03152 1.50965  N54 1.285
43 H 3.42359 6.85234 -0.92545  C122 1.091
44 H 2.51116 3.54494 -2.15113  C153 1.086
45 C 2.76675 6.56036 -3.71916  C85 1.534, H118 1.094, C121 1.527, H146 1.093
46 O -0.28227 6.51134 -3.23965  N20 1.284
47 C 2.81385 -2.92177 -1.01155  C16 1.530, C75 1.501, N106 1.269
48 H 0.81434 8.17446 -1.37557  C2 1.091
49 C -0.52649 -3.41203 -0.80623  C4 1.540, N29 1.438, C103 1.556, S129 1.841
50 H 2.64280 -4.13505 6.52938  C93 1.090
51 H 3.43664 5.21418 -5.25111  C121 1.092
52 C 2.74137 5.50901 2.34939  H11 1.091, H37 1.084, C109 1.526, H148 1.091
53 H 1.83531 0.03221 -1.34207  O82 0.969
54 N 1.72267 3.28702 2.61483  O42 1.285, C109 1.498, C144 1.501
55 H -2.28343 -1.83497 -3.53737  N140 1.015
56 H 0.17735 -1.89979 8.23976  C31 1.093
57 H 0.37162 4.89939 4.73390  C15 1.085
58 H 0.66522 -4.40048 -5.26179  C32 1.098
59 O -6.58428 -0.97044 -4.49398  C83 1.202
60 H -0.31346 -1.27993 5.28571  C64 1.095
61 H -0.16019 3.04853 4.85402  C84 1.084
62 H 1.26862 2.01757 4.94454  C84 1.091
63 H -4.02030 -4.15601 -7.24961  S119 1.337
64 C 0.35414 -1.57060 6.10388  C14 1.531, C31 1.527, H60 1.095, H131 1.093
65 C 1.74095 -2.61778 4.29613  C14 1.525, H28 1.088, H40 1.092, H73 1.091
66 H 2.60043 -5.05334 -1.08880  C16 1.096
67 H 3.10563 5.17696 -1.30490  C122 1.086
68 C -0.70633 -3.02632 -6.12315  H5 1.091, H7 1.094, C13 1.524, C32 1.531
69 C -0.70451 -4.27031 6.78661  C90 1.525, N120 1.502, C137 1.534, C139 1.533
70 H -0.52949 2.63438 1.09714  C133 1.095
71 H 4.71497 -3.68879 -1.56784  C75 1.095
72 H 1.20391 -2.74146 -5.14418  C32 1.093
73 H 2.45679 -1.79667 4.34983  C65 1.091
74 H 3.11018 -2.43826 6.41848  C93 1.090
75 C 3.93583 -3.05208 -2.00073  C47 1.501, H71 1.095, H95 1.086, H127 1.095
76 H -1.50320 2.21489 2.49976  C133 1.093
77 H 1.92812 6.10527 -0.37377  C122 1.086
78 O -5.83226 -0.25279 -2.51891  C83 1.365, C111 1.429
79 H -4.91014 -0.37678 -0.73756  C111 1.089
80 H 1.06468 8.54982 -3.07993  C2 1.087
81 H 2.03087 -2.95418 7.69028  C93 1.085
82 O 1.07963 0.04486 -1.94849  H53 0.969, P86 1.627
83 C -5.70689 -0.44146 -3.86513  C35 1.510, O59 1.202, O78 1.365
84 C 0.33463 2.19285 4.40889  H61 1.084, H62 1.091, H94 1.091, C144 1.535
85 C 1.90625 6.64095 -2.45190  C2 1.525, N20 1.498, C45 1.534, C122 1.531
86 P 1.31261 -1.03282 -3.14457  C3 1.900, O82 1.627, C116 1.833
87 H 0.05558 6.22241 2.28582  C1 1.093
88 H 1.84200 -1.86059 0.23281  N106 1.021
89 H 0.74276 -5.68823 7.57270  C137 1.091
90 C -1.73475 -5.30871 6.35620  C69 1.525, H108 1.090, H128 1.087, H145 1.090
91 H 1.91951 0.50225 -4.85984  C116 1.091
92 H 0.28904 -5.34094 -1.04800  C4 1.091
93 C 2.28446 -3.11210 6.64707  C14 1.535, H50 1.090, H74 1.090, H81 1.085
94 H -0.31524 1.33152 4.56915  C84 1.091
95 H 4.36152 -2.07657 -2.21609  C75 1.086
96 H -4.78403 0.95072 -5.16574  C35 1.089
97 O -0.48336 -3.99649 4.48523  N120 1.284
98 H -3.98065 -0.62724 -5.09319  C35 1.092
99 H 1.72128 3.43038 -4.79479  C36 1.095
100 H 1.09947 0.96164 1.30531  C124 1.086
101 H -1.27894 -0.75710 -4.28030  N140 1.010
102 H -1.95016 -4.69830 -1.87528  C103 1.097
103 C -1.85960 -4.21031 -0.89668  H38 1.094, C49 1.556, H102 1.097, C138 1.535
104 C -0.64818 3.93130 -3.42619  H34 1.086, H39 1.092, C105 1.525, H125 1.091
105 C 0.76554 4.43931 -3.16266  N20 1.501, C36 1.532, C104 1.525, C153 1.536
106 N 2.59978 -1.80434 -0.44972  C47 1.269, H88 1.021
107 C -4.17765 -3.41099 -1.71404  C33 1.529, H113 1.093, H114 1.099, C138 1.533
108 H -2.30806 -5.61012 7.23344  C90 1.090
109 C 1.51198 4.75246 2.84359  C1 1.532, C15 1.537, C52 1.526, N54 1.498
110 H 1.67537 -4.03565 -3.08114  N142 1.024
111 C -4.89207 -0.92442 -1.67856  H6 1.097, C33 1.537, O78 1.429, H79 1.089
112 H 2.08966 4.54133 4.93364  C15 1.090
113 H -4.63544 -4.40184 -1.77874  C107 1.093
114 H -3.69382 -3.23387 -2.68489  C107 1.099
115 H -3.77146 0.54787 -3.76867  C35 1.088
116 C 0.96578 0.05034 -4.58154  P86 1.833, H91 1.091, H123 1.090, H150 1.091
117 H -0.58227 -5.29528 8.66911  C137 1.090
118 H 2.30387 7.18945 -4.48511  C45 1.094
119 S -2.90939 -3.49507 -7.59133  C13 1.812, H63 1.337
120 N 0.15914 -3.96418 5.59654  C14 1.503, C69 1.502, O97 1.284
121 C 2.93510 5.15162 -4.28365  C36 1.527, C45 1.527, H51 1.092, H149 1.093
122 C 2.63472 6.14984 -1.19760  H43 1.091, H67 1.086, H77 1.086, C85 1.531
123 H 0.57733 -0.48744 -5.44629  C116 1.090
124 C 1.00195 0.96612 2.38659  H9 1.092, H21 1.090, H100 1.086, C144 1.522
125 H -1.23801 3.93499 -2.50803  C104 1.091
126 H -1.20919 -1.50769 -1.19022  N29 1.012
127 H 3.63524 -3.54414 -2.93197  C75 1.095
128 H -2.42197 -4.91481 5.61247  C90 1.087
129 S -0.29365 -2.91592 0.95167  H8 1.341, C49 1.841
130 H 1.97819 -4.33506 0.37387  C16 1.089
131 H 1.06846 -0.75430 6.23909  C64 1.093
132 H 0.47429 5.10855 0.99297  C1 1.094
133 C -0.65891 2.82536 2.16806  C24 1.528, H70 1.095, H76 1.093, C144 1.533
134 H 1.17808 2.45907 -2.44053  C153 1.089
135 H -1.31020 4.48866 3.39533  C24 1.093
136 H -6.13368 -2.59347 -2.15724  C33 1.090
137 C 0.10829 -4.87902 7.93618  C69 1.534, H89 1.091, H117 1.090, H151 1.085
138 C -3.14705 -3.43729 -0.57894  C103 1.535, C107 1.533, H147 1.093, H152 1.092
139 C -1.40734 -2.98185 7.23007  H12 1.094, C31 1.528, C69 1.533, H141 1.092
140 N -1.45868 -1.25513 -3.42073  C3 1.451, H55 1.015, H101 1.010
141 H -1.90977 -3.18389 8.17868  C139 1.092
142 N 0.71928 -4.27815 -2.80756  C4 1.527, C22 1.523, H30 1.019, H110 1.024
143 H 1.55399 6.15484 4.46958  C15 1.090
144 C 0.59550 2.33855 2.90338  N54 1.501, C84 1.535, C124 1.522, C133 1.533
145 H -1.24805 -6.19148 5.94074  C90 1.090
146 H 3.74151 7.00050 -3.49610  C45 1.093
147 H -2.94100 -2.42843 -0.21167  C138 1.093
148 H 2.57098 6.57213 2.52699  C52 1.091
149 H 3.58966 4.55711 -3.64119  C121 1.093
150 H 0.28455 0.85873 -4.30990  C116 1.091
151 H 0.73179 -4.16308 8.46139  C137 1.085
152 H -3.62869 -3.94939 0.25662  C138 1.092
153 C 1.42691 3.48126 -2.16056  H18 1.091, H44 1.086, C105 1.536, H134 1.089

Calculated values
E_LUMO (alpha / beta) = -2.92 / -2.92 eV
HOMO (alpha / beta) = -9.413 / -10.599 eV
expectation value of S² = 3.76
frontier orbital gap (alpha / beta) = 6.49 / 7.68 eV
total energy = -3741.9078 Ha
2S+1 = 4
total charge = +1